Record 1
This record from the Open Molecules 2025 dataset describes C8H18Cl2O2PRuS as an isolated structure. The level of theory is wB97M-V/def2-TZVPD.

- orbital gap (alpha / beta) (Ha) = 0.22750 / 0.20010
- net charge = +3
- molecular weight (g/mol) = 381.247
- ⟨S²⟩ = 6.036
- LUMO level (alpha / beta) (eV) = -13.70 / -15.58
- highest occupied orbital energy (alpha / beta) (eV) = -19.891 / -21.020
- 2S+1 = 5
- DFT total energy (Eh) = -2219.5362

```
33
C8H18Cl2O2PRuS wB97M-V/def2-TZVPD
Ru -1.15774 0.23254 0.75003
Cl 0.69401 -0.07510 -2.54018
Cl -3.45287 -0.19876 1.09605
S -0.58248 2.30838 -0.69254
P 0.00937 -1.78849 0.49672
O 1.75566 1.13880 0.21370
O -0.07093 1.13778 3.55993
C -2.23812 2.53015 -1.41685
C 1.85109 0.75929 -0.90094
C -1.28881 -2.92757 -0.10523
C 2.78182 0.55479 -2.00010
C -0.48788 0.86645 2.43960
C -0.67629 3.68035 0.51534
C 1.53528 -2.51640 -0.29260
C 0.29126 -2.30195 2.24493
H 1.44005 -2.41362 -1.37468
H -0.62342 -2.08372 2.81402
H 1.66538 -3.58300 -0.05688
H 3.85537 0.68818 -1.62646
H 0.54963 -3.36544 2.37736
H -1.01197 -3.98933 -0.12800
H -2.91957 2.64902 -0.57358
H -0.51883 4.64580 0.02866
H 2.51658 -0.45305 -2.41062
H -2.43484 1.60815 -1.96750
H -1.49990 -2.58592 -1.12623
H 1.11601 -1.69732 2.65916
H 2.48745 1.42831 -2.71370
H -1.65887 3.65502 0.98324
H -2.17167 -2.80052 0.53358
H -2.30333 3.38908 -2.08347
H 0.11248 3.50817 1.24848
H 2.43606 -2.00006 0.04873
```

---

Record 2
This record from the Open Molecules 2025 dataset describes C8H18CuInO4S as an isolated structure. The level of theory is wB97M-V/def2-TZVPD.

- orbital gap (Ha) = 0.19395
- molecular weight (g/mol) = 388.659
- LUMO level (eV) = -2.68
- highest occupied orbital energy (eV) = -7.956
- DFT total energy (Eh) = -2845.2492

```
33
C8H18CuInO4S wB97M-V/def2-TZVPD
In -0.21250 1.01192 -0.31881
Cu 3.67188 -0.86160 -1.66368
S -0.11060 -0.22085 1.85245
O -1.17081 2.77230 0.11104
O -3.45256 -1.11350 -1.13383
O -5.56062 -1.58147 -0.55845
O 2.92515 0.56963 -0.63065
C 3.63567 -0.55735 1.48244
C -2.89142 0.12371 -1.61711
C -1.38645 -0.05521 -1.83678
C -4.53994 -0.98244 -0.32115
C 3.21742 -1.91403 0.89002
C -4.34145 -0.14289 0.92245
C 3.22953 0.73863 0.75480
C 1.84680 1.44679 -1.12544
H 3.99713 -2.65696 1.08181
H -3.11369 0.92532 -0.90463
H 2.29425 -2.27703 1.33947
H 3.15614 -0.49779 2.46478
H 2.16684 2.48488 -0.97675
H 0.07190 -1.46197 1.38476
H -4.99874 0.72821 0.86385
H -4.64384 -0.74736 1.78161
H -1.14597 -1.11868 -1.73899
H -1.10322 0.26440 -2.84408
H 1.81365 1.27968 -2.20848
H 2.35524 1.17444 1.24146
H -3.30641 0.17306 1.04369
H 4.05177 1.46178 0.82696
H -3.40438 0.38126 -2.55165
H 4.71482 -0.55793 1.66649
H 3.04689 -1.92913 -0.20216
H -0.81248 3.14016 0.92453
```

---

Record 3
This record from the Open Molecules 2025 dataset describes one molecule with the formula C8H18N2O3S. The level of theory is wB97M-V/def2-TZVPD.

- orbital gap (Ha) = 0.36342
- ΔE to the lowest compared entry with this formula, charge and spin (eV) = 0.0000
- molecular weight (g/mol) = 222.310
- LUMO level (eV) = 0.78
- highest occupied orbital energy (eV) = -9.108
- DFT total energy (Eh) = -1048.9863

```
32
C8H18N2O3S wB97M-V/def2-TZVPD
S 1.42936 -0.73623 0.20562
O 2.82547 1.92299 0.56261
O 0.13353 -1.40532 -0.54296
O 1.64920 -1.45081 1.43580
N -1.95632 -1.13623 0.61572
N 2.64548 -0.53973 -0.71221
C -1.83789 -0.86230 -1.77096
C -1.79498 1.69602 0.31667
C 0.62256 0.89288 0.47598
C -0.69544 0.82404 -0.28098
C -1.40458 -1.25449 1.95930
C -1.11536 -0.66752 -0.43698
C 1.56272 1.98652 -0.02832
C 3.73542 -1.48462 -0.67729
H -1.21309 -0.26708 2.37367
H -2.15523 -1.73982 2.57948
H -0.47739 -1.83139 1.99930
H 1.15253 2.97034 0.22066
H -2.70917 1.58916 -0.25957
H 4.64897 -0.93728 -0.91076
H -2.01293 1.41823 1.34243
H -2.34205 -2.03638 0.34853
H 3.59491 -2.27081 -1.42346
H -1.14744 -0.65448 -2.58655
H -2.69246 -0.18859 -1.82918
H 1.64138 1.89662 -1.11967
H -1.48882 2.73914 0.29266
H 3.24499 1.11834 0.21457
H 3.82810 -1.94490 0.31063
H -2.18438 -1.89054 -1.86497
H 0.49919 0.95731 1.55648
H -0.49411 1.17980 -1.29832
```

---

Record 4
This record from the Open Molecules 2025 dataset describes one molecule with the formula C8H18N2O4S2. The level of theory is wB97M-V/def2-TZVPD.

- orbital gap (Ha) = 0.27765
- ΔE to the lowest compared entry with this formula, charge and spin (eV) = 3.1463
- molecular weight (g/mol) = 270.376
- LUMO level (eV) = 0.05
- highest occupied orbital energy (eV) = -7.507
- DFT total energy (Eh) = -1522.3729

```
34
C8H18N2O4S2 wB97M-V/def2-TZVPD
S -3.35146 1.33385 -0.95828
S -2.96657 1.43598 -3.02807
O 1.24301 -0.77811 -1.98265
O -1.04034 -0.95790 -2.39173
O -2.24899 2.09975 -0.26096
O -3.33237 -0.04096 -0.39542
N -0.06693 -1.64910 -0.39857
N 0.43615 -0.90635 2.82311
C -0.89181 -0.45883 2.77746
C -4.90291 2.02916 -0.69229
C 0.10516 -1.07215 -1.60610
C 0.94120 -1.83439 3.89909
C -0.89249 -0.11436 -3.59903
C 0.93932 -2.00057 0.53307
C -1.20747 1.35746 -3.35501
C 1.37694 -0.87420 1.59427
H -1.58867 -1.33334 2.90521
H -1.48561 -0.45119 -4.38116
H 0.12675 -0.14398 -3.95749
H -1.06669 0.32847 3.53936
H 0.27354 -1.67844 4.76745
H -4.87395 2.75377 0.19409
H -1.00179 -1.78561 -0.11117
H 1.83072 -2.35918 -0.05112
H -1.15885 0.03037 1.78478
H 2.43296 -0.86324 1.90286
H 0.57898 -2.70549 1.15912
H -5.37036 2.48740 -1.53456
H 2.00588 -1.61749 4.12798
H 0.77259 -2.93098 3.65850
H 1.24979 0.10878 1.07106
H -0.63556 1.59623 -2.41405
H -0.78758 1.90818 -4.14657
H -5.58611 1.24580 -0.45730
```

---

Record 5
This record from the Open Molecules 2025 dataset describes C8H18N2PtS2 as an isolated structure. The level of theory is wB97M-V/def2-TZVPD.

- orbital gap (alpha / beta) (Ha) = 0.25079 / 0.25082
- ΔE to the lowest compared entry with this formula, charge and spin (eV) = 1.0769
- net charge = +2
- molecular weight (g/mol) = 401.458
- LUMO level (alpha / beta) (eV) = -9.88 / -9.88
- highest occupied orbital energy (alpha / beta) (eV) = -16.708 / -16.709
- DFT total energy (Eh) = -1340.2480

```
31
C8H18N2PtS2 wB97M-V/def2-TZVPD
Pt -0.14406 -0.58624 -0.26489
S -2.34131 -1.02200 -0.41410
S -0.64403 1.27748 -1.41287
N 0.22947 -0.84867 1.88698
N 1.90484 -0.55051 -0.92633
C 2.56978 -1.67648 1.67066
C 3.00615 0.09518 -0.13790
C -2.28304 1.40556 -1.49231
C -4.57315 0.26749 -1.18633
C 1.61810 -0.77889 2.44456
C 3.59978 -0.90075 0.85358
C -3.09049 0.28977 -1.04773
C -2.87091 2.67756 -2.00990
H -2.34335 3.02623 -2.89615
H 4.22476 -1.61772 0.31562
H -3.92274 2.54850 -2.25542
H 1.57629 -1.03703 3.50191
H -2.79691 3.45793 -1.24669
H 1.84682 -0.11864 -1.84485
H -5.00480 -0.61790 -0.72624
H 2.18859 -1.51391 -1.10642
H 2.58893 0.98419 0.33345
H 3.79268 0.42639 -0.81512
H 1.92362 0.26503 2.38032
H -4.85443 0.29190 -2.24275
H 4.27633 -0.34641 1.50609
H 1.97368 -2.31341 1.00588
H -5.00391 1.15225 -0.70941
H -0.33853 -0.12921 2.32869
H 3.07974 -2.37595 2.33065
H -0.18787 -1.73174 2.17701
```

---

Record 6
This record from the Open Molecules 2025 dataset describes a 2-piece molecular cluster, C8H18N3S overall. The level of theory is wB97M-V/def2-TZVPD.

- orbital gap (Ha) = 0.29614
- ΔE to the lowest compared entry with this formula, charge and spin (eV) = 3.1282
- net charge = +1
- molecular weight (g/mol) = 188.320
- LUMO level (eV) = -3.39
- highest occupied orbital energy (eV) = -11.443
- DFT total energy (Eh) = -877.7173

```
30
C8H18N3S wB97M-V/def2-TZVPD
S -1.80764 -1.78372 0.61544
N -2.97477 0.14095 -0.62204
N 0.69978 0.47125 0.08992
N 1.18715 -2.20862 -0.23786
C 1.27118 -0.22164 1.24819
C -0.78222 2.29945 -0.68230
C -0.16835 1.40815 0.29870
C 1.29191 0.07828 -1.15159
C 1.84706 -1.61076 0.84657
C -1.84404 -0.60230 -0.60568
C -0.70945 1.68765 1.64591
C 1.02580 -1.44157 -1.47910
H 1.61978 -3.14863 -0.30816
H -1.73155 1.32083 1.59423
H 0.48319 -0.57855 1.89677
H 2.93266 -1.54725 0.53821
H -0.70802 2.02315 -1.69907
H 1.87035 0.41652 1.88640
H -0.20748 3.21275 -0.75254
H 0.03663 -1.47863 -1.95405
H -0.13978 1.24556 2.45564
H 1.70585 -1.83246 -2.34948
H -1.71282 2.43986 -0.23706
H 1.84943 -2.19297 1.72003
H 2.35249 0.14917 -0.96868
H 0.91088 0.47125 -2.06018
H -0.72046 2.85721 1.71306
H -3.18137 0.57456 -1.46690
H -0.59867 -2.02810 0.14597
H -3.79752 -0.12139 -0.12035
```

---

Record 7
This record from the Open Molecules 2025 dataset describes an isolated ion of composition C8H18N3S2 and charge +1. The level of theory is wB97M-V/def2-TZVPD.

- orbital gap (alpha / beta) (Ha) = 0.27507 / 0.23856
- net charge = +1
- molecular weight (g/mol) = 220.387
- ⟨S²⟩ = 2.008
- LUMO level (alpha / beta) (eV) = -2.43 / -5.85
- highest occupied orbital energy (alpha / beta) (eV) = -9.910 / -12.344
- 2S+1 = 3
- DFT total energy (Eh) = -1275.7657

```
31
C8H18N3S2 wB97M-V/def2-TZVPD
S -1.94058 -0.64488 -0.26502
S 2.48281 2.54387 -0.01912
N 1.91269 -1.14152 -0.36173
N 2.76186 -0.32407 -0.99551
N 0.45249 0.78162 -0.17260
C 1.32149 1.55084 -0.87220
C 1.12113 -0.25028 0.65261
C -3.24284 1.63297 -0.36516
C -0.93128 0.73483 -0.82941
C 0.94736 -1.88965 -1.24566
C 2.71012 -2.01378 0.50677
C -1.77254 1.99808 -0.29994
C -3.37220 0.32156 0.31995
H -1.48526 2.10796 0.65372
H 0.05764 -2.16453 -0.64116
H -3.88473 2.40227 0.16208
H 1.74016 -2.62886 -1.73005
H 1.33732 1.93696 -1.87122
H -1.64605 3.08730 -0.78108
H 3.56910 -1.34507 0.84729
H 0.50341 -0.86026 1.17267
H 1.94305 0.14204 1.24322
H 2.00865 2.36293 1.22068
H 2.57670 -0.25366 -1.98661
H -3.50286 1.49827 -1.49481
H 2.02595 -2.40245 1.19902
H -4.20115 -0.31538 0.06560
H 0.61181 -1.24510 -2.09537
H -0.75136 0.80922 -1.88029
H -3.36611 0.41751 1.35918
H 3.19407 -2.77984 -0.08320
```

---

Record 8
This record from the Open Molecules 2025 dataset describes C8H18N4OP as an isolated structure. The level of theory is wB97M-V/def2-TZVPD.

- orbital gap (Ha) = 0.34883
- ΔE to the lowest compared entry with this formula, charge and spin (eV) = 0.0000
- net charge = +1
- molecular weight (g/mol) = 217.233
- LUMO level (eV) = -3.08
- highest occupied orbital energy (eV) = -12.570
- DFT total energy (Eh) = -950.9465

```
32
C8H18N4OP wB97M-V/def2-TZVPD
P 1.08722 0.39066 0.56549
O 1.68178 1.24142 -0.89331
N 1.01049 -1.32626 0.48966
N 1.81944 1.12082 1.73825
N -0.16819 -1.77635 -0.00296
N -0.69067 0.28623 0.35807
C -3.25458 -1.31535 0.75785
C -2.68050 -2.24309 -1.57860
C 2.37672 2.35152 1.17064
C 1.42330 3.62812 -0.71250
C -2.53886 -1.16558 -0.54350
C 2.34124 2.44440 -0.37623
C -1.13361 -0.87848 -0.08335
C 2.16886 -2.15077 0.58134
H 0.62405 3.49383 -0.06932
H 1.91096 4.66383 -0.59600
H -2.93487 -0.19188 -0.99482
H -4.39222 -1.33739 0.67936
H -1.23325 1.20025 0.35408
H 3.34861 2.39231 1.63697
H 1.70858 3.23894 1.55866
H -2.96587 -2.19731 1.30197
H -1.66163 -2.48021 -1.93041
H 2.89810 -1.58865 1.29017
H 2.64445 -2.52398 -0.34241
H -3.14900 -3.14632 -1.29393
H -3.06918 -0.48153 1.57238
H 1.96801 -3.08513 1.27569
H -3.16618 -1.89232 -2.54088
H 1.00994 3.43994 -1.81597
H 3.29209 2.52794 -0.93214
H -0.27523 -2.63960 -0.62425
```